{"formula": "C16H34BNP2W", "method": "ωB97M-V/def2-TZVPD", "total_charge": 2, "multiplicity": 3, "lumo_energy_ev": [-7.50, -8.24], "fmax_ev_per_a": 5.24, "e_homo_ev": [-13.69, -13.69], "de_lowest_kcal_mol": 66.4, "elements": ["W", "P", "P", "N", "C", "C", "C", "C", "C", "C", "C", "C", "C", "C", "C", "C", "C", "C", "C", "C", "B", "H", "H", "H", "H", "H", "H", "H", "H", "H", "H", "H", "H", "H", "H", "H", "H", "H", "H", "H", "H", "H", "H", "H", "H", "H", "H", "H", "H", "H", "H", "H", "H", "H", "H"], "coordinates": [[-0.4352, 1.0431, 2.7663], [0.7808, 1.9220, 1.1229], [1.5462, 0.0364, -2.1601], [-0.7254, -0.7983, 2.8691], [-0.7094, -3.0289, -1.4955], [3.0260, -0.9174, -2.5644], [0.7982, 0.0407, -3.8337], [2.2710, 1.8336, -0.0669], [2.0636, 1.6552, -1.6159], [0.4367, 3.7056, 0.7067], [1.5713, 2.0619, 2.8106], [-1.9686, 2.1093, 3.5639], [-2.7141, -1.6583, -0.7707], [-1.1974, -1.8744, 3.0382], [-1.7564, -2.5865, -0.4332], [0.6448, -2.8639, -0.8083], [0.0050, -0.5455, -1.6535], [0.7783, -1.3725, -0.8423], [-2.4957, -0.1865, -0.8782], [-1.2618, 0.1873, -1.7421], [-1.9834, -3.1367, 3.2762], [0.8254, 1.8807, 3.7283], [1.5146, 0.1000, -4.6494], [-1.9586, 1.7867, 4.6510], [1.3914, 2.4353, -2.0242], [-2.0381, -3.6970, 2.1926], [-3.7829, -1.9303, -0.6820], [-1.9182, 3.2124, 3.4794], [-1.6168, 0.1127, -2.7927], [-2.9059, 1.7256, 3.0998], [1.9291, 3.1005, 2.9404], [2.4212, 1.3915, 2.9787], [1.4781, -3.4572, -1.2353], [-2.0568, -3.4260, 0.2128], [2.8380, 2.7722, 0.1200], [2.8043, -1.9852, -2.6870], [-1.3841, -3.7291, 4.1434], [1.3349, -0.9548, -0.0002], [0.0766, 0.8551, -3.9229], [3.4253, -0.5585, -3.5316], [3.8285, -0.8341, -1.8183], [-2.3487, 0.2707, 0.1144], [-1.0318, 1.2534, -1.5756], [-0.7314, -2.3562, -2.3708], [-0.1791, 4.2274, 1.4448], [-0.0797, 3.7289, -0.2599], [2.9124, 1.0180, 0.2981], [-0.9080, -4.0200, -1.8800], [0.2377, -0.8971, -3.9408], [-3.3988, 0.2827, -1.3124], [1.3952, 4.2271, 0.6171], [3.0273, 1.8841, -2.1225], [-3.1321, -2.8136, 3.5746], [0.6165, -3.1995, 0.2389], [-1.2601, 1.9676, 1.6823]], "forces_ev_per_a": [[-2.3551, -0.8405, 0.1431], [2.7861, 2.9711, -2.4321], [0.3567, 1.3825, -2.6464], [-0.1305, -3.0610, -0.1517], [0.7411, 0.7584, 1.5979], [0.8807, -0.5252, 0.0560], [-0.1927, 0.3787, -0.7687], [0.6356, -0.8660, 0.1546], [0.4658, 1.5707, 0.5589], [-0.3614, -0.4718, -0.0612], [1.2680, 1.0752, 0.0469], [-0.8973, 0.6704, 1.3390], [-0.3323, -0.6989, 1.9868], [-1.1593, 0.0043, 0.0711], [-1.7688, -1.1430, -2.6709], [-0.5565, -0.3546, 0.0141], [2.0450, 0.3956, 4.8039], [-1.4578, -2.2757, 0.3674], [0.7448, -0.0544, -1.5171], [-1.9183, 0.4288, -2.3959], [-0.0932, -0.3274, -0.2564], [1.4459, 1.1808, 0.0902], [0.2180, 0.0615, 0.1093], [-0.0044, 0.4435, -0.6739], [-0.0143, -0.5186, 0.2474], [0.2637, 0.0174, 0.3790], [0.5460, 0.2603, 1.1350], [-0.3549, -0.5805, 0.3459], [-0.0269, 0.2976, 0.4636], [0.3591, 0.4082, 0.2944], [-0.3964, -0.3872, 0.2708], [-0.2314, -0.0262, -0.0168], [-0.0956, 0.7336, -0.1246], [-0.2328, 0.1526, -0.7323], [-0.4685, -0.6054, -0.1335], [-0.1197, 0.2877, 0.0525], [-0.0847, -0.0605, -0.0630], [1.3024, 0.5930, -0.7500], [0.1538, -0.0392, 0.0108], [-0.2511, 0.0473, 0.4635], [-0.3345, 0.0187, -0.0267], [-0.2171, -0.4670, -0.0256], [-0.0976, -0.1559, -0.1227], [-0.1841, -0.4703, 0.2494], [0.0119, -0.2848, -0.0797], [0.0494, 0.1389, 0.1171], [-0.0316, 0.1437, -0.0831], [-0.3146, -0.2885, 0.3361], [0.2286, 0.1798, -0.1211], [0.6242, 0.0290, 0.1050], [-0.2093, -0.1016, -0.0181], [-0.3441, -0.2309, 0.4344], [0.5777, 0.2188, 0.0499], [-0.1549, -0.0392, -0.1391], [-0.3128, 0.0257, -0.2833]], "lowdin_charge": [1.12, 0.71, 0.87, -0.08, -0.16, -0.14, -0.12, -0.32, -0.28, -0.22, -0.32, -0.30, -0.06, -0.09, -0.07, -0.16, -0.37, -0.21, -0.16, -0.18, -0.32, 0.03, 0.08, 0.05, 0.11, 0.04, 0.12, 0.04, 0.13, 0.04, 0.09, 0.08, 0.13, 0.08, 0.10, 0.08, 0.06, 0.11, 0.07, 0.08, 0.08, 0.09, 0.11, 0.10, 0.06, 0.06, 0.08, 0.13, 0.09, 0.13, 0.06, 0.12, 0.08, 0.13, -0.02]}